No. 1
Below is a cluster of 7 separate species, C59H60BBrN3O16 in total at a distorted geometry, with properties calculated with ωB97M-V with the def2-TZVPD basis set.

Geometry (Å):
C -0.428 -0.493 4.455
C -1.820 -0.606 3.643
B -1.957 -1.970 2.744
O -3.067 -2.895 2.809
C -0.781 -2.341 1.629
C -0.986 -1.683 0.194
N -2.197 -0.853 -0.049
C -1.832 0.401 0.129
O -1.868 1.652 0.289
C 0.080 -1.944 -0.971
C -0.087 -1.321 -2.439
C 0.122 0.277 -2.526
C 0.522 0.601 -4.088
C -0.531 1.613 -4.802
C -0.268 1.634 -6.422
C 1.296 1.674 -6.830
C 2.145 2.891 -6.183
C 2.005 4.220 -7.102
O 0.639 4.690 -6.955
C 0.564 6.137 -6.810
C 1.301 -2.894 -0.549
C 2.402 -3.150 -1.704
C 3.172 -1.765 -2.136
C 1.391 -3.525 0.915
C 2.651 -4.510 1.201
C 3.915 -3.772 1.875
C 4.747 -4.751 2.899
Br 5.265 -3.155 0.500
N 0.368 -3.215 1.946
N 0.405 -3.756 3.223
C 1.365 -3.237 3.964
O 2.285 -2.867 4.712
H -0.313 0.565 4.910
H 0.425 -0.629 3.672
H -0.316 -1.278 5.308
H -1.825 0.271 2.873
H -2.756 -0.422 4.310
H -3.099 -3.383 3.665
H 0.571 -1.861 -3.209
H -1.188 -1.530 -2.762
H -0.860 0.878 -2.345
H 0.989 0.688 -1.895
H 0.555 -0.348 -4.743
H 1.570 1.085 -4.111
H -0.468 2.696 -4.416
H -1.638 1.267 -4.680
H -0.710 0.656 -6.880
H -0.817 2.501 -6.937
H 1.361 1.812 -7.988
H 1.788 0.642 -6.616
H 3.256 2.546 -6.175
H 1.754 3.151 -5.130
H 2.267 3.911 -8.191
H 2.813 4.970 -6.778
H 1.500 6.620 -6.349
H 0.324 6.598 -7.845
H -0.314 6.348 -6.080
H 3.182 -3.948 -1.437
H 1.816 -3.468 -2.654
H 2.802 -0.852 -1.524
H 4.319 -1.859 -2.049
H 2.963 -1.516 -3.255
H 2.262 -5.274 1.993
H 2.921 -5.160 0.277
H 3.655 -2.837 2.485
H 4.231 -5.785 2.987
H 5.788 -4.920 2.448
H 4.920 -4.252 3.933
C 4.705 -1.768 7.009
C 4.750 -0.727 7.842
C 6.019 -0.024 8.123
O 6.061 0.924 8.884
C 7.235 -0.517 7.443
C 7.190 -1.558 6.610
C 5.921 -2.261 6.329
O 5.879 -3.211 5.566
H 3.784 -2.295 6.793
H 3.868 -0.353 8.347
H 8.156 0.010 7.659
H 8.072 -1.932 6.104
C 5.012 3.912 -0.920
C 3.874 3.931 -1.617
C 3.474 2.787 -2.461
O 2.436 2.804 -3.100
C 4.379 1.620 -2.502
C 5.517 1.600 -1.805
C 5.918 2.745 -0.960
O 6.954 2.727 -0.322
H 5.321 4.742 -0.297
H 3.199 4.778 -1.598
H 4.070 0.789 -3.125
H 6.192 0.753 -1.824
C 0.225 -4.966 -5.988
C -0.191 -6.194 -6.305
C 0.709 -7.361 -6.194
O 0.332 -8.480 -6.485
C 2.086 -7.115 -5.715
C 2.501 -5.888 -5.397
C 1.601 -4.721 -5.509
O 1.980 -3.599 -5.217
H -0.421 -4.100 -6.064
H -1.196 -6.390 -6.657
H 2.732 -7.981 -5.638
H 3.507 -5.691 -5.046
C -6.983 1.130 -3.196
C -5.863 0.531 -3.606
C -4.703 0.375 -2.704
O -3.678 -0.170 -3.077
C -4.832 0.906 -1.331
C -5.951 1.505 -0.921
C -7.111 1.661 -1.823
O -8.133 2.205 -1.449
H -7.842 1.253 -3.844
H -5.753 0.135 -4.608
H -3.974 0.783 -0.684
H -6.061 1.900 0.081
C -3.694 3.604 6.350
C -2.589 2.993 5.916
C -1.418 2.810 6.800
O -0.406 2.254 6.407
C -1.519 3.328 8.180
C -2.622 3.939 8.613
C -3.793 4.122 7.731
O -4.801 4.678 8.126
H -4.561 3.748 5.717
H -2.500 2.607 4.908
H -0.652 3.185 8.813
H -2.711 4.325 9.621
C -8.583 2.069 2.119
C -7.507 2.629 2.674
C -7.531 3.122 4.066
O -6.548 3.636 4.572
C -8.792 2.970 4.821
C -9.868 2.409 4.267
C -9.845 1.916 2.875
O -10.825 1.403 2.369
H -8.583 1.703 1.100
H -6.575 2.748 2.135
H -8.791 3.336 5.840
H -10.800 2.291 4.807

Gap between HOMO and LUMO in eV: 6.837
Spin multiplicity: 1
E_tot in a.u.: -6250.389467
Net charge: +1

***

No. 2
Below is a structure of composition C59H61Cl2GeN3P2SeTi, with properties calculated with ωB97M-V with the def2-TZVPD basis set.

Geometry (Å):
Ti 0.212 0.126 0.278
N -1.310 -2.676 -0.266
P -1.042 -2.108 1.320
C -0.473 -3.580 2.200
C 0.474 -4.404 1.587
C 1.001 -5.489 2.268
C 0.589 -5.756 3.569
C -0.350 -4.939 4.183
C -0.878 -3.848 3.506
C -2.646 -1.703 2.044
C -2.893 -0.380 2.400
C -4.135 -0.001 2.892
C -5.138 -0.949 3.021
C -4.903 -2.272 2.661
C -3.663 -2.650 2.176
P -1.222 -1.339 -1.303
C -2.874 -0.761 -1.705
C -3.804 -1.601 -2.322
C -5.086 -1.141 -2.568
C -5.441 0.157 -2.212
C -4.516 1.000 -1.615
C -3.232 0.539 -1.363
C -0.525 -1.937 -2.850
C -0.711 -1.176 -4.006
C -0.102 -1.559 -5.190
C 0.686 -2.703 -5.228
C 0.867 -3.466 -4.082
C 0.271 -3.080 -2.889
H -1.869 -3.500 -0.462
H 0.792 -4.204 0.571
H 1.725 -6.131 1.786
H 0.993 -6.608 4.099
H -0.683 -5.154 5.190
H -1.610 -3.217 3.995
H -2.107 0.359 2.289
H -4.325 1.029 3.168
H -6.109 -0.660 3.401
H -5.691 -3.007 2.759
H -3.486 -3.686 1.906
H -3.525 -2.606 -2.618
H -5.809 -1.790 -3.044
H -6.444 0.512 -2.413
H -4.786 2.015 -1.354
H -2.501 1.207 -0.925
H -1.344 -0.296 -3.983
H -0.251 -0.972 -6.086
H 1.152 -3.006 -6.156
H 1.466 -4.366 -4.119
H 0.411 -3.675 -1.995
C 0.435 1.113 -1.194
Ge 0.680 3.091 -0.838
C -1.006 3.799 -0.166
C -1.797 3.084 0.730
C -2.972 3.610 1.246
C -3.371 4.885 0.867
C -2.597 5.616 -0.024
C -1.425 5.076 -0.539
C 1.096 3.818 -2.582
C 0.340 3.513 -3.713
C 0.635 4.100 -4.934
C 1.688 5.000 -5.035
C 2.444 5.314 -3.916
C 2.150 4.725 -2.692
C 2.116 3.509 0.395
C 1.919 4.397 1.452
C 2.956 4.689 2.327
C 4.197 4.090 2.157
C 4.406 3.208 1.105
C 3.370 2.923 0.227
H 0.341 1.030 -2.280
H -1.491 2.087 1.043
H -3.580 3.033 1.934
H -4.285 5.307 1.263
H -2.911 6.608 -0.322
H -0.835 5.653 -1.243
H -0.499 2.827 -3.648
H 0.040 3.862 -5.807
H 1.917 5.458 -5.988
H 3.262 6.018 -3.992
H 2.749 4.973 -1.823
H 0.949 4.862 1.594
H 2.799 5.388 3.139
H 5.005 4.320 2.840
H 5.378 2.752 0.963
H 3.550 2.248 -0.603
C -2.558 4.460 5.251
C -1.104 4.362 4.796
C -0.443 3.024 5.123
C -1.140 1.879 4.402
N -0.443 0.603 4.561
C 0.553 0.155 3.783
Se 1.266 1.169 2.352
N 1.018 -1.000 4.282
C 2.138 -1.803 3.776
C 3.405 -1.608 4.605
C 4.055 -0.236 4.432
C 4.775 -0.082 3.095
C 0.307 -1.299 5.443
C 0.400 -2.365 6.332
C -0.490 -2.367 7.388
C -1.437 -1.344 7.558
C -1.522 -0.283 6.678
C -0.625 -0.285 5.616
H -2.948 5.463 5.083
H -2.650 4.244 6.318
H -3.206 3.770 4.706
H -0.523 5.155 5.268
H -1.046 4.534 3.715
H -0.452 2.844 6.202
H 0.603 3.043 4.804
H -1.183 2.100 3.337
H -2.159 1.730 4.759
H 2.298 -1.516 2.737
H 1.811 -2.843 3.793
H 4.112 -2.386 4.306
H 3.171 -1.788 5.657
H 4.768 -0.085 5.244
H 3.303 0.552 4.546
H 5.559 -0.835 2.991
H 5.240 0.901 3.017
H 4.093 -0.181 2.248
H 1.133 -3.150 6.208
H -0.451 -3.172 8.110
H -2.108 -1.384 8.405
H -2.245 0.509 6.820
Cl 4.636 -0.565 -1.008
C 3.051 -1.028 -1.563
Cl 2.032 -1.629 -0.176
H 3.125 -1.858 -2.257
H 2.518 -0.178 -1.968

ΔE to the lowest compared entry with this formula, charge and spin in kJ/mol: 0.0
Gap between HOMO and LUMO in eV: 7.556
Spin multiplicity: 1
E_tot in a.u.: -9379.647475
Net charge: +2

***

No. 3
Below is a cluster of 4 separate species, C59H63BrO11P3S in total at a distorted geometry, with properties calculated with ωB97M-V with the def2-TZVPD basis set.

Geometry (Å):
C -4.313 4.746 7.262
C -4.825 5.579 6.077
C -3.944 5.404 4.820
C -3.040 6.613 4.573
C -2.406 6.620 3.153
C -0.871 6.477 3.254
C -0.158 6.662 1.902
C -0.003 5.368 1.089
C 0.797 4.259 1.808
C 0.327 2.834 1.422
P -1.407 2.324 2.043
S -3.521 1.872 2.732
P -0.832 2.757 4.232
O 0.777 2.306 4.308
Br -1.773 1.222 5.655
O -1.013 0.649 2.344
C -1.178 -0.222 1.254
C -1.905 -1.570 1.547
C -2.114 -1.760 3.056
C -3.177 -1.863 0.729
C -4.470 -1.111 1.115
C -4.936 -0.068 0.090
C -1.606 0.612 0.008
P -0.355 0.632 -1.394
O -0.468 -0.872 -2.120
O 1.161 0.758 -0.716
O -1.888 1.917 0.422
H -4.794 5.037 8.199
H -4.458 3.678 7.102
H -3.240 4.905 7.405
H -5.863 5.296 5.893
H -4.831 6.623 6.403
H -4.598 5.241 3.960
H -3.363 4.488 4.952
H -2.233 6.611 5.307
H -3.656 7.510 4.674
H -2.744 5.740 2.602
H -2.667 7.533 2.617
H -0.710 5.469 3.637
H -0.473 7.157 4.012
H 0.825 7.105 2.089
H -0.728 7.389 1.315
H 0.561 5.647 0.191
H -0.968 5.013 0.730
H 0.861 4.408 2.884
H 1.825 4.342 1.435
H 1.081 2.099 1.708
H 0.277 2.850 0.335
H -1.886 3.666 2.009
H -3.826 2.990 3.422
H 0.877 1.472 3.824
H -0.139 -0.533 1.031
H -1.192 -2.350 1.260
H -2.939 -1.163 3.440
H -1.229 -1.447 3.606
H -2.301 -2.820 3.244
H -3.367 -2.935 0.848
H -3.006 -1.707 -0.339
H -4.419 -0.627 2.087
H -5.268 -1.857 1.188
H -4.365 0.858 0.163
H -5.970 0.205 0.318
H -4.924 -0.452 -0.933
H -2.508 0.294 -0.526
H -0.385 -0.676 -3.059
H 1.537 -0.096 -0.446
C 2.230 4.786 -9.579
C 1.790 3.636 -10.229
C 1.658 2.450 -9.528
C 1.974 2.404 -8.175
C 2.433 3.552 -7.528
C 2.551 4.744 -8.233
C 2.816 3.517 -6.088
O 3.212 4.519 -5.530
C 2.709 2.222 -5.364
C 3.105 2.154 -4.033
C 3.000 0.960 -3.341
C 2.492 -0.171 -3.973
C 2.099 -0.111 -5.300
C 2.212 1.083 -6.003
C 1.810 1.122 -7.433
O 1.365 0.138 -7.989
H 2.325 5.714 -10.126
H 1.548 3.669 -11.283
H 1.311 1.555 -10.026
H 2.897 5.632 -7.723
H 3.492 3.037 -3.543
H 3.306 0.908 -2.307
H 2.401 -1.101 -3.426
H 1.706 -0.988 -5.796
C -4.376 -9.946 -2.917
C -5.363 -8.972 -3.040
C -5.065 -7.645 -2.780
C -3.782 -7.286 -2.386
C -2.798 -8.265 -2.244
C -3.097 -9.594 -2.520
C -1.426 -7.909 -1.785
O -0.569 -8.764 -1.671
C -1.140 -6.486 -1.467
C 0.117 -6.137 -0.989
C 0.401 -4.813 -0.699
C -0.561 -3.827 -0.890
C -1.817 -4.169 -1.364
C -2.114 -5.498 -1.647
C -3.476 -5.850 -2.127
O -4.322 -4.998 -2.303
H -4.609 -10.982 -3.127
H -6.364 -9.251 -3.340
H -5.826 -6.883 -2.878
H -2.328 -10.347 -2.418
H 0.865 -6.904 -0.842
H 1.379 -4.543 -0.320
H -0.331 -2.795 -0.674
H -2.569 -3.408 -1.513
C 5.933 0.535 4.265
C 4.729 0.808 3.622
C 4.216 -0.090 2.702
C 4.908 -1.261 2.415
C 6.125 -1.528 3.047
C 6.630 -0.628 3.978
C 6.897 -2.758 2.727
O 7.953 -2.998 3.278
C 6.344 -3.690 1.704
C 7.070 -4.821 1.352
C 6.565 -5.704 0.412
C 5.327 -5.465 -0.176
C 4.601 -4.338 0.168
C 5.108 -3.444 1.103
C 4.329 -2.222 1.441
O 3.246 -2.005 0.936
H 6.328 1.234 4.990
H 4.190 1.720 3.843
H 3.277 0.114 2.205
H 7.567 -0.842 4.474
H 8.030 -5.004 1.815
H 7.135 -6.582 0.137
H 4.931 -6.159 -0.906
H 3.640 -4.144 -0.289

Gap between HOMO and LUMO in eV: 4.709
Spin multiplicity: 1
E_tot in a.u.: -7110.159764
Net charge: -1

***

- Which formula does entry 3 have?
  C59H63BrO11P3S